No. 1
Here is 2 unconnected molecules or ions with the total composition C4H14N2O2 at a distorted geometry from OMol25. Energies are from ωB97M-V/def2-TZVPD.

Atoms and positions in Å:
H1 -3.057 -2.630 -0.703
H2 1.800 -1.335 -0.316
H3 -3.105 -2.419 0.748
H4 2.261 -0.154 -2.654
H5 3.198 -1.368 -1.997
N1 2.738 -0.469 -1.803
C1 0.954 0.699 -0.590
H6 -1.474 0.264 -1.186
C2 -0.123 1.099 1.790
H7 0.517 0.739 -1.596
H8 1.370 1.716 -0.580
H9 -2.007 1.330 -0.189
H10 2.847 -0.013 0.256
H11 0.489 2.008 1.723
H12 -1.984 1.910 1.862
H13 -0.126 -0.688 0.525
H14 0.237 0.449 2.588
C3 2.117 -0.290 -0.509
O1 -1.418 1.284 2.345
O2 -3.518 -2.965 0.070
C4 -0.180 0.403 0.410
N2 -1.537 0.432 -0.194

Results
LUMO level (alpha / beta)   -3.87 / -8.93 eV
Relative energy (zero: lowest compared OMol25 entry of this formula, charge and spin)   81.8 kcal/mol
Multiplicity   2
HOMO (alpha / beta)   -13.17 / -13.16 eV
Electronic energy   -11439.848 eV
F_max   1.797 eV/A
Total charge   +1


No. 2
Here is 2 unconnected molecules or ions with the total composition CH4NOP at a distorted geometry from OMol25. Energies are from ωB97M-V/def2-TZVPD.

Atoms and positions in Å:
H1 -0.722 1.618 0.277
H2 -0.111 -2.209 0.522
P1 -1.593 0.534 0.064
C1 1.036 -0.155 0.133
O1 1.435 0.982 0.104
N1 -0.232 -0.541 -0.156
H3 -1.577 0.721 -1.245
H4 1.763 -0.949 0.301

Results
LUMO level (alpha / beta)   -1.70 / -1.63 eV
Relative energy (zero: lowest compared OMol25 entry of this formula, charge and spin)   108.5 kcal/mol
HOMO (alpha / beta)   -9.71 / -9.72 eV
Electronic energy   -13923.827 eV
F_max   4.834 eV/A
Total charge   0


No. 3
Here is a molecular structure, C12H21AlBr2F3N2 from OMol25. Energies are from ωB97M-V/def2-TZVPD.

Atoms and positions in Å:
C1 3.023 -0.833 -0.891
C2 2.321 0.312 -0.167
C3 -1.099 -5.451 -1.215
H1 5.327 0.700 0.247
H2 -1.664 -4.219 -3.687
C4 -1.996 -5.910 -2.367
H3 2.650 0.352 0.867
F1 0.395 0.821 -1.451
H4 -3.150 -5.110 -4.015
H5 -3.055 -4.034 -2.619
H6 -0.818 -6.301 -0.590
H7 -1.307 4.427 0.301
H8 2.673 -0.868 -1.920
C5 -1.169 4.920 1.261
H9 -3.269 4.905 1.745
H10 5.914 -1.773 -0.608
Br1 -0.072 -1.354 0.022
F2 -1.119 1.594 0.543
H11 -2.161 6.392 3.405
N1 -0.072 4.570 4.863
H12 2.648 1.245 -0.622
N2 1.059 -4.285 -2.101
C6 0.806 0.368 -0.230
H13 -3.076 5.103 4.169
C7 -2.494 -4.750 -3.221
H14 -1.450 -6.620 -2.991
Br2 0.403 0.901 2.638
H15 5.475 0.208 -2.332
H16 2.801 -1.779 -0.408
Al1 5.038 -0.433 -0.896
H17 -1.094 5.996 1.086
C8 0.121 -4.806 -1.694
C9 -1.008 4.902 4.290
C10 -2.324 4.601 2.199
H18 -2.381 3.522 2.354
C11 -2.201 5.311 3.551
H19 -2.847 -6.448 -1.944
F3 0.819 2.594 0.563
H20 -0.222 4.576 1.672
C12 0.215 1.400 0.772
H21 -1.637 -4.748 -0.577

Results
LUMO level   2.33 eV
HOMO   -4.89 eV
Electronic energy   -170599.588 eV
F_max   0.606 eV/A
Total charge   -1


No. 4
Here is C5H7NO2 in the gas phase at a distorted geometry from OMol25. Energies are from ωB97M-V/def2-TZVPD.

Atoms and positions in Å:
H1 -2.121 -0.727 -1.519
N1 1.818 -1.264 -0.224
H2 -0.139 -0.707 1.661
C1 -0.314 0.375 -0.100
H3 2.818 0.546 -0.991
O1 0.562 -1.888 0.022
C2 -0.317 -0.904 0.648
H4 -0.470 0.328 -1.211
C3 0.948 1.126 0.170
H5 0.948 1.919 -0.720
H6 -2.346 0.099 1.390
C4 -1.696 -0.120 0.432
H7 1.068 1.553 1.208
C5 1.872 0.092 -0.218
O2 -2.630 -0.428 -0.549

Results
LUMO level   0.61 eV
Relative energy (zero: lowest compared OMol25 entry of this formula, charge and spin)   167.7 kcal/mol
SMILES   O[C@@H]1[C@H]2CC=NO[C@H]12
HOMO   -9.40 eV
Electronic energy   -10876.347 eV
F_max   6.536 eV/A
Total charge   0